[1]
Entry from the OMol25 dataset: a 2-piece molecular cluster, CH6NPS overall in a non-equilibrium geometry (wB97M-V/def2-TZVPD).

Last column: Mulliken charge in e.
Cartesian coordinates (Å):
N: -0.20093 -0.63158 1.25188  -0.372
P: 0.87923 -0.39030 0.27186  0.406
S: 2.91141 -0.87785 1.16307  -0.277
H: 1.25829 -0.60695 -1.23371  0.085
H: 3.60414 -0.47641 0.07823  0.153
C: -1.47025 0.25691 -2.87441  -0.627
H: -0.60469 -0.18005 -2.32714  -0.106
H: -1.28805 0.22093 -3.95638  0.282
H: -1.76217 1.30738 -2.52207  0.209
H: -2.35252 -0.35373 -2.80248  0.248

Forces on the atoms, in the same order (eV/Å):
-1.538 0.199 0.016
4.023 -1.330 -0.840
-1.404 0.698 -1.056
-0.958 0.465 1.834
-0.058 -0.039 0.097
-0.061 1.046 -0.077
-0.853 0.436 -0.359
0.393 0.480 0.284
0.751 -1.518 -0.542
-0.293 -0.438 0.644

## Properties
Net charge = 0
Energy above the lowest of the compared OMol25 structures with the same formula, charge and spin = 358.0 kJ/mol
Highest occupied orbital energy = -9.83 eV
Max |F| = 4.3 eV/A
Frontier orbital gap = 8.346 eV

[2]
Entry from the OMol25 dataset: a 2-piece molecular cluster, C2H7NS overall in a non-equilibrium geometry (wB97M-V/def2-TZVPD).

Last column: Mulliken charge in e.
Cartesian coordinates (Å):
C: 1.16482 -1.68860 0.98537  -0.769
C: 0.51935 -0.48783 1.28649  -0.033
N: -0.22954 0.29225 0.44741  -0.298
H: 2.18346 -1.57222 0.60968  0.218
H: 0.84105 -2.70570 1.15796  0.259
H: 1.04753 0.13976 2.02477  0.238
H: -0.37598 0.23572 -0.54727  0.210
H: -0.93460 0.82717 0.94349  0.199
S: -1.55396 1.30067 -2.72143  -0.348
H: -0.75673 2.37661 -2.76249  0.178
H: -1.90541 1.28218 -1.42397  0.147

Forces on the atoms, in the same order (eV/Å):
-0.343 0.003 -0.346
2.924 0.252 -1.204
-2.251 -0.096 1.739
0.657 -0.198 1.900
-0.985 0.061 -1.524
-0.111 0.521 -0.238
0.123 -1.209 0.120
0.114 0.590 -0.386
-0.202 -0.505 -0.435
-0.116 0.039 0.541
0.190 0.544 -0.167

## Properties
Net charge = 0
Energy above the lowest of the compared OMol25 structures with the same formula, charge and spin = 374.0 kJ/mol
Highest occupied orbital energy = -6.80 eV
Max |F| = 3.2 eV/A
Frontier orbital gap = 7.092 eV

[3]
Entry from the OMol25 dataset: C7H10N2 as an isolated structure in a non-equilibrium geometry (wB97M-V/def2-TZVPD).

Last column: Mulliken charge in e.
Cartesian coordinates (Å):
C: -1.56698 1.65843 0.21981  -1.303
C: -0.26796 0.75829 -0.37634  0.743
C: 1.08655 1.12637 -0.33457  -0.993
C: 1.80984 -0.07612 0.05900  0.682
C: 0.89883 -1.03782 -0.11285  -0.719
C: -1.62592 -1.16649 -0.12138  -0.080
C: -2.88644 -0.78329 0.24607  -0.803
H: -1.31731 2.68554 0.47201  0.399
H: -2.57267 2.00302 -0.59299  0.214
H: -1.79233 1.05515 1.30969  0.345
H: 1.51094 2.00968 -0.09485  0.377
H: 3.72498 0.69706 0.65184  0.261
H: 3.59706 -0.99639 -0.35076  0.253
H: 1.09527 -2.12837 0.20042  0.194
H: -1.47017 -2.13116 0.10862  0.318
H: -3.08810 0.36712 0.14049  0.080
H: -3.69116 -1.31710 0.14123  0.473
N: 3.15770 -0.28483 0.33012  -0.586
N: -0.39827 -0.44671 -0.25358  0.146

Forces on the atoms, in the same order (eV/Å):
-0.242 -0.238 -0.617
-0.875 11.725 1.105
-0.912 -2.612 1.111
-0.652 1.552 -2.140
-1.058 -4.065 1.755
-1.288 2.204 1.634
5.157 6.766 -2.198
0.921 -0.154 0.097
2.931 -1.871 2.523
0.153 2.060 -3.360
0.748 3.218 0.152
-1.900 -4.105 -1.846
-0.433 2.221 1.690
-0.976 1.775 -0.894
1.045 -3.700 -0.226
-0.189 -3.099 0.422
-3.970 -3.806 0.126
2.517 1.943 0.228
-0.977 -9.813 0.437

## Properties
Net charge = 0
Energy above the lowest of the compared OMol25 structures with the same formula, charge and spin = 636.8 kJ/mol
Highest occupied orbital energy = -7.80 eV
Max |F| = 11.8 eV/A
Frontier orbital gap = 8.709 eV

[4]
Entry from the OMol25 dataset: C4H7NO in the gas phase in a non-equilibrium geometry (wB97M-V/def2-TZVPD).

Last column: Mulliken charge in e.
Cartesian coordinates (Å):
C: -1.66505 -0.21260 0.16317  -1.259
C: -0.25007 -0.16588 -0.37140  0.306
C: 0.59596 1.05506 0.01624  -0.677
C: 1.76410 0.11836 -0.06488  0.436
O: 2.94322 0.15551 -0.28214  -0.569
N: 0.84421 -0.91931 0.30254  -0.348
H: -2.07183 -1.22643 0.13544  0.337
H: -1.71333 0.16493 1.18926  0.275
H: -2.30880 0.42175 -0.46123  0.316
H: -0.23166 -0.40338 -1.44141  0.318
H: 0.51722 2.06545 -0.39873  0.369
H: 0.54209 0.75409 1.10405  0.294
H: 0.98285 -1.91155 0.29857  0.201

Forces on the atoms, in the same order (eV/Å):
0.014 -0.121 0.077
-0.192 -0.256 -0.010
-0.042 -0.059 0.500
0.521 -0.809 0.233
-0.626 -0.197 0.145
0.433 -0.682 -0.660
0.001 0.066 0.015
0.031 -0.128 -0.084
0.168 -0.137 0.137
-0.060 0.256 0.042
0.090 -0.406 0.377
-0.565 2.802 -0.280
0.228 -0.328 -0.491

## Properties
Net charge = 0
Energy above the lowest of the compared OMol25 structures with the same formula, charge and spin = 194.2 kJ/mol
Highest occupied orbital energy = -9.76 eV
Max |F| = 2.9 eV/A
Frontier orbital gap = 10.700 eV

[5]
Entry from the OMol25 dataset: C4H8O3 in the gas phase (wB97M-V/def2-TZVPD).

Last column: Mulliken charge in e.
Cartesian coordinates (Å):
O: -0.12127 1.48786 2.07326  -0.542
C: 0.58272 0.58840 1.24375  -0.670
C: -0.30179 -0.06510 0.16475  1.175
O: -1.64555 0.21796 0.37808  -0.596
C: 0.05143 0.11670 -1.31942  -0.756
C: 0.32657 -1.39074 -1.29677  -0.409
O: -0.00360 -1.46730 0.09892  -0.487
H: -0.59783 2.10911 1.50499  0.326
H: 0.95621 -0.20822 1.89480  0.302
H: 1.45021 1.06193 0.75867  0.292
H: -1.83887 0.06340 1.31667  0.361
H: -0.80159 0.42705 -1.92664  0.260
H: 0.91736 0.75463 -1.51524  0.263
H: -0.34242 -2.01057 -1.90483  0.245
H: 1.36844 -1.68509 -1.47098  0.235

Forces on the atoms, in the same order (eV/Å):
-0.041 0.248 -0.099
0.176 -0.178 0.004
0.104 0.162 -0.072
-0.117 -0.265 0.181
0.019 0.082 -0.085
0.097 -0.152 -0.310
-0.053 -0.040 0.154
0.098 -0.092 0.156
-0.070 0.130 -0.089
-0.152 -0.030 0.132
0.017 0.123 -0.187
0.156 -0.026 0.125
-0.163 -0.108 0.022
0.125 0.116 0.077
-0.196 0.030 -0.008

## Properties
Net charge = 0
Energy above the lowest of the compared OMol25 structures with the same formula, charge and spin = 194.6 kJ/mol
Highest occupied orbital energy = -10.00 eV
Max |F| = 0.4 eV/A
Frontier orbital gap = 10.829 eV

[6]
Entry from the OMol25 dataset: an isolated ion of composition C9H19N4O2 and charge +1 in a non-equilibrium geometry (wB97M-V/def2-TZVPD).

Last column: Mulliken charge in e.
Cartesian coordinates (Å):
C: 2.11345 0.23079 1.88475  -0.669
C: 2.96085 0.84707 0.68457  -0.588
N: 2.32268 0.92034 -0.65798  0.110
C: 0.92824 0.43623 -0.74030  -0.688
C: -0.16870 1.50695 -0.18760  -0.662
C: -1.56916 0.75096 -0.10766  0.164
N: -1.82223 0.07815 1.22979  -0.264
C: -3.04789 -0.69601 1.00336  0.226
N: -3.28857 -1.70875 1.90345  -0.345
N: -3.97469 -0.48986 -0.10555  -0.261
C: -3.74804 0.79732 -0.84612  -0.442
O: -2.71740 1.62121 -0.29665  -0.430
C: 3.14185 0.07065 -1.58906  0.371
C: 2.94626 -1.51634 -1.74424  -0.798
O: 3.99833 0.67270 -2.28428  -0.532
H: 1.26925 0.88073 2.28429  0.189
H: 1.77634 -0.82127 1.57851  0.140
H: 2.83645 0.07160 2.76995  0.376
H: 3.91228 0.19703 0.58076  0.354
H: 3.35958 1.88945 0.98318  0.263
H: 0.74475 -0.62696 -0.33805  0.165
H: 0.68358 0.35899 -1.86985  0.535
H: -0.19256 2.37447 -0.94777  0.250
H: 0.12827 1.97088 0.80777  0.393
H: -1.58626 -0.02714 -0.96384  0.385
H: -1.05195 -0.57657 1.45222  0.318
H: -3.64919 -1.46057 2.84062  0.272
H: -3.06328 -2.69415 1.70057  0.260
H: -3.74089 -1.24978 -0.78436  0.381
H: -3.44317 0.52327 -1.92801  0.355
H: -4.75128 1.35192 -0.93674  0.317
H: 2.35003 -1.99092 -0.89610  0.225
H: 3.97179 -2.02832 -1.75096  0.339
H: 2.37130 -1.66408 -2.72866  0.291

Forces on the atoms, in the same order (eV/Å):
0.926 -0.555 0.234
1.386 0.293 1.467
-0.550 -2.295 -0.509
-1.325 0.456 -0.928
0.379 -0.176 -0.238
0.814 1.603 -0.809
-3.600 -2.059 -3.509
1.632 0.758 0.013
-0.003 -0.198 0.085
3.751 0.493 1.685
-0.462 0.807 -2.164
0.135 -1.985 -0.054
2.594 1.980 -2.233
-0.176 0.479 0.283
-3.078 -2.591 2.619
0.998 -0.897 -0.752
0.166 1.489 0.615
-1.107 0.309 -1.408
-1.441 0.976 0.302
-0.778 -1.576 -0.515
0.198 1.424 -0.178
0.403 0.038 1.704
-0.292 -1.470 1.191
-0.490 -0.768 -1.217
0.112 0.947 1.339
-0.652 0.396 0.699
0.644 -0.282 -0.883
-0.590 0.929 0.082
-0.986 0.010 0.875
-0.562 0.318 1.553
1.735 -0.616 0.626
0.691 0.767 -1.083
-1.537 0.964 -0.326
1.064 0.032 1.435

## Properties
Net charge = +1
Energy above the lowest of the compared OMol25 structures with the same formula, charge and spin = 75.3 kJ/mol
Highest occupied orbital energy = -12.09 eV
Max |F| = 5.4 eV/A
Frontier orbital gap = 6.456 eV

[7]
Entry from the OMol25 dataset: C21H31KN5O4P2S as an isolated structure (wB97M-V/def2-TZVPD).

Last column: Mulliken charge in e.
Cartesian coordinates (Å):
K: -0.73769 0.23732 -0.02638  0.966
O: 0.22368 -4.31815 0.43634  -0.498
C: 0.35941 -2.99515 0.54619  -0.018
O: -0.52474 -2.21101 0.31729  -0.554
C: 1.72977 -2.57705 0.99830  0.227
C: 2.66247 -3.49823 1.45349  -0.733
C: 3.90338 -3.02664 1.85455  -0.745
C: 4.15300 -1.66611 1.77421  -0.712
C: 3.14805 -0.83236 1.29273  0.160
N: 1.95290 -1.26940 0.91199  0.621
C: 3.37321 0.64621 1.07956  0.454
O: 4.11295 1.28574 2.00225  -0.468
O: 2.91037 1.22827 0.14283  -0.354
H: -0.69461 -4.49148 0.16864  0.423
H: 2.42281 -4.55038 1.49009  0.588
H: 4.66395 -3.70515 2.21497  0.468
H: 5.11763 -1.25983 2.04946  0.540
H: 4.28206 0.71709 2.76526  0.352
C: -2.76549 -1.73990 -4.25280  -1.948
C: -1.97687 -1.26534 -3.07077  0.209
N: -2.43070 -0.49920 -2.15069  0.208
N: -3.71205 -0.05857 -2.30631  -0.373
C: -4.41234 0.49381 -1.26512  0.422
N: -5.62648 0.95290 -1.63820  -0.403
S: -3.89411 0.56420 0.30280  -0.375
C: -0.54272 -1.67219 -2.93397  1.145
C: -0.12660 -2.94519 -3.31064  -0.813
C: 1.20777 -3.28493 -3.14753  -0.616
C: 2.08098 -2.33506 -2.64702  -0.783
C: 1.57902 -1.08335 -2.32052  -0.287
N: 0.29584 -0.75554 -2.44657  -0.221
H: -3.70408 -2.20808 -3.94528  0.445
H: -2.21078 -2.45482 -4.85136  0.399
H: -3.00535 -0.90283 -4.91618  0.425
H: -4.18808 -0.24095 -3.17778  0.323
H: -5.86516 1.12964 -2.59943  0.197
H: -6.21042 1.35698 -0.92789  0.228
H: -0.83095 -3.66184 -3.70841  0.391
H: 1.55566 -4.27344 -3.41727  0.446
H: 3.13508 -2.54471 -2.52516  0.474
H: 2.22881 -0.30377 -1.93674  0.585
C: -1.08992 -0.35617 3.32863  -0.795
P: -1.25584 1.44291 2.93061  0.494
C: -1.10340 2.16509 4.60338  -1.266
C: 0.46734 1.83404 2.30011  0.992
C: 0.56518 3.20569 1.61070  -1.296
P: -0.50937 3.44853 0.09441  0.497
C: 0.59929 2.87101 -1.27439  -0.750
C: -0.28930 5.25001 -0.11835  -1.290
H: -1.95069 -0.64898 3.93197  0.436
H: -0.18135 -0.60221 3.88587  0.350
H: -1.12607 -0.97334 2.42507  -0.003
H: -0.24731 1.77538 5.15947  0.309
H: -2.00946 1.97889 5.18028  0.411
H: -0.99626 3.24784 4.51853  0.392
H: 0.80896 1.06312 1.60567  -1.711
H: 1.15607 1.75865 3.14969  0.660
H: 1.60896 3.41477 1.35469  0.562
H: 0.25835 3.98566 2.31498  0.481
H: 0.16889 3.23644 -2.20933  0.378
H: 0.64919 1.78290 -1.37237  -0.120
H: 1.62169 3.24048 -1.18415  0.352
H: -0.73727 5.55088 -1.06634  0.404
H: 0.75923 5.55619 -0.12258  0.327
H: -0.80649 5.79073 0.67449  0.392

Forces on the atoms, in the same order (eV/Å):
-0.433 0.260 -0.258
-0.107 0.118 -0.014
0.105 -0.052 0.085
-0.055 -0.589 -0.020
-0.118 -0.022 -0.057
0.120 0.018 0.032
-0.060 0.055 -0.020
-0.064 0.010 -0.004
0.019 0.039 -0.067
0.125 -0.112 0.072
-0.117 0.087 0.138
-0.039 -0.117 -0.057
0.096 -0.016 -0.049
0.089 -0.036 0.025
-0.029 0.003 -0.010
-0.001 -0.015 -0.006
0.021 -0.028 0.001
0.042 0.049 -0.024
-0.123 0.009 -0.088
0.274 0.076 0.199
-0.212 -0.108 -0.333
0.186 -0.029 0.055
-0.097 -0.046 0.003
-0.034 -0.035 -0.077
0.066 0.006 0.031
-0.245 0.038 -0.110
0.070 0.036 0.058
-0.073 -0.010 -0.009
0.078 0.039 -0.008
0.002 0.014 0.015
0.061 -0.035 0.034
0.002 -0.002 0.005
0.028 -0.004 0.011
-0.011 0.016 0.026
-0.050 0.007 0.029
0.019 -0.014 -0.007
0.058 0.033 0.043
-0.008 -0.022 0.011
0.014 0.003 -0.001
-0.002 -0.012 -0.007
0.018 -0.020 0.030
0.121 0.020 0.007
0.095 -0.053 -0.167
0.036 0.103 0.187
-0.150 -0.091 -0.001
0.046 0.048 0.030
0.185 -0.221 0.150
0.037 0.015 0.028
0.030 0.202 -0.056
-0.003 0.038 0.013
0.017 0.055 -0.005
0.018 0.094 0.085
0.005 -0.033 -0.038
-0.020 -0.032 -0.045
-0.002 -0.009 -0.017
-0.036 -0.033 0.146
0.035 0.167 -0.037
-0.035 0.006 -0.021
-0.047 0.003 -0.019
0.001 0.032 0.014
0.083 0.194 -0.009
-0.016 0.029 0.033
-0.009 -0.008 0.010
0.018 -0.072 0.018
-0.023 -0.047 0.014

## Properties
Net charge = +1
Highest occupied orbital energy = -10.16 eV
Max |F| = 0.6 eV/A
Frontier orbital gap = 7.090 eV

Q: net charge of number 5 (C4H8O3)?
A: 0